Molecular formula: C39H81F2N2O20PS10
Method: DFT, ωB97M-V/def2-TZVPD

CARTESIAN COORDINATES (ANGSTROEM)
C  2.031735  1.696971  2.287784
C  1.232010  0.842393  1.276381
C  -0.027258  1.482560  0.719737
F  0.349381  2.562104  -0.025615
N  -1.127579  1.864680  1.668156
P  -1.002780  3.488055  2.324441
N  -1.506061  4.545178  1.291442
S  -1.440807  0.691616  2.764922
O  -1.577318  -0.541787  2.077208
O  -0.617655  0.730229  3.921516
F  -2.864947  1.120576  3.206816
H  2.853555  1.107501  2.692605
H  1.444764  2.033381  3.140916
H  2.482396  2.560408  1.808959
H  1.876976  0.674382  0.406497
H  1.066453  -0.149283  1.695203
H  -0.470722  0.761600  0.032230
H  -1.788898  3.515659  3.489433
H  0.327448  3.746007  2.650445
H  -2.310010  5.050871  1.642838
O  -1.404215  0.975789  -3.360934
S  -2.378099  2.033443  -3.471264
O  -3.748110  1.843375  -3.052127
C  -1.720681  3.492085  -2.677166
C  -0.957930  4.211687  -3.785570
C  -1.851936  4.127436  -5.032101
C  -2.346154  2.678121  -5.146787
H  -1.096855  3.201724  -1.836221
H  -2.565769  4.084062  -2.327466
H  -0.737913  5.242236  -3.511406
H  -0.010254  3.703217  -3.976045
H  -2.704269  4.799587  -4.911495
H  -1.321104  4.430957  -5.933423
H  -3.347329  2.613986  -5.563449
H  -1.666217  2.060526  -5.729169
O  -9.254520  2.643808  5.538869
S  -7.994643  2.055779  5.918958
O  -7.625960  1.921339  7.309485
C  -7.822529  0.477281  5.103264
C  -7.153329  0.802428  3.774164
C  -6.056783  1.823728  4.101755
C  -6.673916  2.884097  5.023628
H  -8.802280  0.015984  4.997799
H  -7.173028  -0.133881  5.724595
H  -6.744818  -0.091360  3.304741
H  -7.880648  1.243181  3.087700
H  -5.238902  1.320851  4.617781
H  -5.647376  2.278832  3.200011
H  -5.955581  3.274247  5.740319
H  -7.117761  3.704037  4.462069
O  3.609188  1.631538  0.013319
S  4.962757  1.169064  0.217838
O  5.475210  0.976150  1.550558
C  5.213332  -0.320031  -0.739133
C  5.712261  0.179805  -2.092308
C  6.726303  1.285464  -1.779500
C  6.096651  2.199817  -0.717483
H  4.280338  -0.877096  -0.793485
H  5.974468  -0.910239  -0.229734
H  6.159801  -0.624700  -2.673666
H  4.881663  0.589967  -2.670628
H  7.638924  0.839612  -1.386157
H  6.992794  1.844311  -2.668003
H  6.836375  2.613724  -0.037131
H  5.517878  3.003863  -1.169419
O  -4.555276  -1.901904  -8.244725
S  -4.619285  -0.692788  -7.463129
O  -3.423178  -0.035573  -6.995508
C  -5.651968  0.487111  -8.326978
C  -7.057745  0.202079  -7.807327
C  -6.909226  -0.002027  -6.292240
C  -5.720447  -0.944771  -6.069956
H  -5.539707  0.349355  -9.400045
H  -5.322357  1.485698  -8.040409
H  -7.740053  1.018426  -8.041169
H  -7.450073  -0.707553  -8.267084
H  -6.710391  0.961004  -5.814925
H  -7.814323  -0.403005  -5.849026
H  -5.182716  -0.716427  -5.152306
H  -6.028347  -1.983514  -6.069488
O  7.244599  1.098116  -4.950038
S  8.585917  0.611554  -4.728998
O  9.107777  0.422961  -3.393730
C  8.817214  -0.889460  -5.660486
C  9.317704  -0.412574  -7.020695
C  10.344540  0.690583  -6.727772
C  9.729055  1.624946  -5.677572
H  7.883003  -1.436694  -5.707646
H  9.567728  -1.472195  -5.148487
H  9.754523  -1.231010  -7.590400
H  8.488147  -0.001754  -7.600927
H  11.256088  0.240421  -6.329620
H  10.617492  1.239871  -7.627646
H  10.476383  2.038691  -5.005079
H  9.156463  2.429683  -6.134787
O  3.531882  -2.620607  6.195064
S  3.388153  -1.283189  5.676333
O  3.822023  -0.947164  4.345582
C  1.693427  -0.759761  5.900999
C  1.671268  -0.127883  7.288087
C  2.944834  0.724504  7.378374
C  4.106795  -0.129471  6.854741
H  1.034209  -1.618750  5.801086
H  1.469289  -0.023815  5.129742
H  0.772624  0.469241  7.438679
H  1.691908  -0.906943  8.053883
H  2.831571  1.613613  6.754811
H  3.134655  1.061311  8.396707
H  4.860882  0.465560  6.345903
H  4.569020  -0.713315  7.648336
O  -8.789719  -0.811155  -3.756652
S  -7.913445  -1.896383  -3.390190
O  -7.259410  -2.711975  -4.383361
C  -6.688924  -1.277770  -2.241095
C  -7.337332  -1.456788  -0.872066
C  -8.000050  -2.841180  -0.898116
C  -8.771669  -2.956561  -2.219689
H  -6.454269  -0.242458  -2.480992
H  -5.798498  -1.897615  -2.343003
H  -6.603186  -1.373670  -0.072378
H  -8.095622  -0.686305  -0.715762
H  -7.229806  -3.613305  -0.852643
H  -8.661575  -2.988969  -0.045890
H  -8.778652  -3.972532  -2.605897
H  -9.791392  -2.587926  -2.126956
O  -5.654507  -2.934813  6.884394
S  -5.229949  -1.617534  7.283460
O  -5.085486  -0.554780  6.315375
C  -6.263348  -1.060506  8.630934
C  -5.547192  -1.566113  9.880382
C  -4.054752  -1.288108  9.651342
C  -3.711315  -1.761356  8.232264
H  -7.266280  -1.462519  8.508280
H  -6.291115  0.029280  8.597689
H  -5.918473  -1.071907  10.776438
H  -5.709453  -2.640127  9.995334
H  -3.868449  -0.215904  9.737563
H  -3.431804  -1.788927  10.390893
H  -2.944917  -1.147076  7.766214
H  -3.409757  -2.806781  8.214616
O  10.932892  -4.490243  -4.857366
S  9.800643  -4.157504  -4.030428
O  8.678981  -3.425298  -4.570273
C  9.218945  -5.641504  -3.219095
C  10.022432  -5.699875  -1.923646
C  10.040844  -4.265368  -1.376659
C  10.387387  -3.332791  -2.544633
H  9.377108  -6.495900  -3.872889
H  8.155290  -5.512528  -3.020587
H  9.581731  -6.398066  -1.214051
H  11.042220  -6.029999  -2.132628
H  9.054134  -4.012865  -0.983818
H  10.754838  -4.152627  -0.562669
H  9.896942  -2.364116  -2.462039
H  11.462094  -3.195073  -2.647403

Cartesian forces, eV/Å:
C -0.11 -0.23 -0.08
C 0.60 0.49 0.69
C 0.47 -1.94 -0.80
F -0.46 0.66 0.45
N 0.79 0.81 1.30
P -1.07 1.88 -1.53
N 0.19 -0.08 0.47
S 0.39 -1.62 -0.70
O -0.17 0.24 -0.08
O -0.19 0.62 0.34
F -0.09 0.40 0.06
H 0.03 -0.08 -0.06
H -0.15 -0.16 0.03
H -0.12 0.10 -0.05
H -0.39 0.10 0.20
H -0.49 0.03 0.06
H -0.28 0.11 0.00
H 0.44 -0.72 0.25
H 0.06 -0.70 0.20
H -0.14 -0.05 -0.27
O -0.17 -0.14 0.12
S 0.02 0.29 -0.02
O 0.02 -0.31 0.03
C 0.18 0.28 -0.02
C -0.06 -0.09 -0.12
C 0.01 -0.01 0.11
C 0.05 0.33 -0.26
H -0.08 -0.09 0.05
H -0.02 -0.04 0.03
H 0.01 -0.01 0.02
H 0.01 0.00 0.04
H 0.00 -0.01 0.02
H -0.01 -0.01 -0.01
H 0.00 -0.18 0.02
H -0.04 -0.12 0.08
O -0.03 0.06 0.17
S 0.20 -0.18 -0.11
O -0.18 0.08 0.06
C -0.09 -0.25 -0.19
C 0.01 0.15 -0.02
C 0.07 -0.03 -0.01
C 0.30 0.03 -0.23
H -0.06 0.11 0.11
H -0.02 0.05 -0.05
H 0.02 -0.02 0.04
H -0.02 -0.02 0.00
H -0.05 -0.04 0.03
H -0.03 0.03 0.00
H -0.11 0.03 0.09
H -0.12 -0.02 0.06
O 0.56 0.15 -0.33
S 0.46 -0.16 -0.06
O -0.21 0.11 0.12
C 0.00 -0.15 -0.33
C -0.01 0.13 0.03
C -0.15 0.01 0.29
C 0.14 0.06 -0.33
H -0.04 0.05 0.13
H -0.02 0.04 0.08
H 0.00 0.01 -0.01
H -0.01 -0.04 -0.01
H 0.02 0.00 -0.01
H -0.01 0.04 -0.01
H -0.11 0.01 0.12
H -0.10 -0.04 0.06
O 0.18 0.02 -0.03
S -0.23 0.16 0.34
O 0.28 -0.02 -0.20
C -0.27 0.11 -0.15
C 0.07 -0.06 0.12
C 0.05 0.08 -0.20
C -0.21 0.18 -0.04
H 0.12 -0.06 0.02
H 0.06 -0.02 0.02
H -0.01 -0.01 -0.01
H 0.02 0.01 -0.03
H 0.00 0.00 -0.01
H -0.01 0.00 0.01
H 0.16 -0.08 -0.07
H 0.08 -0.04 -0.10
O -0.01 0.08 0.24
S 0.36 -0.32 -0.38
O -0.17 0.08 0.07
C 0.02 0.40 -0.58
C -0.02 0.18 0.02
C -0.02 -0.08 0.00
C 0.26 0.08 -0.22
H -0.04 -0.01 0.16
H 0.07 -0.02 0.07
H -0.01 -0.02 0.02
H -0.01 -0.03 0.00
H -0.01 -0.01 0.01
H 0.00 0.02 0.01
H -0.11 0.03 0.10
H -0.10 -0.04 0.06
O 0.07 -0.03 -0.09
S -0.13 0.18 -0.01
O 0.06 -0.20 -0.04
C -0.23 0.14 0.16
C 0.11 -0.02 0.04
C -0.05 -0.02 -0.02
C 0.01 0.29 0.23
H 0.09 -0.06 -0.10
H 0.02 -0.05 -0.05
H 0.00 0.00 -0.02
H -0.02 -0.01 -0.01
H -0.01 -0.02 -0.02
H 0.02 0.00 -0.01
H 0.04 -0.12 -0.08
H -0.02 -0.10 -0.06
O -0.05 -0.08 -0.19
S 0.21 -0.18 0.57
O -0.33 0.03 -0.11
C 0.06 0.12 0.26
C -0.11 -0.05 -0.02
C 0.06 0.04 -0.01
C -0.06 -0.17 0.33
H 0.00 -0.03 -0.13
H -0.01 0.00 -0.06
H 0.01 0.01 -0.01
H 0.02 0.03 -0.01
H 0.01 0.01 -0.02
H -0.01 -0.01 -0.01
H -0.02 0.05 -0.14
H 0.02 0.07 -0.09
O -0.02 0.06 -0.22
S 0.10 0.08 0.34
O 0.03 -0.16 -0.21
C -0.01 0.09 0.31
C 0.09 -0.08 -0.06
C -0.07 0.03 0.00
C 0.21 0.07 0.33
H 0.02 -0.01 -0.14
H -0.04 0.00 -0.09
H -0.01 0.01 -0.01
H -0.03 0.01 0.00
H -0.02 0.00 -0.02
H 0.01 0.00 -0.01
H -0.05 -0.05 -0.14
H -0.09 -0.02 -0.08
O -0.06 0.11 -0.15
S -0.14 -0.11 0.34
O 0.10 -0.44 -0.03
C 0.01 -0.22 0.22
C 0.07 0.11 0.00
C -0.04 -0.06 -0.04
C 0.01 0.09 0.35
H 0.00 0.09 -0.11
H -0.01 0.05 -0.05
H 0.00 -0.01 -0.01
H -0.01 -0.03 -0.02
H -0.01 0.00 -0.02
H 0.00 0.02 0.00
H 0.03 0.02 -0.15
H 0.00 -0.04 -0.11

Its total charge is 0. The HOMO energy is -0.3416 Ha. For the LUMO energy, the calculation gives 0.008 hartree. As for the spin multiplicity: 1. The calculation puts the orbital gap at 9.50 eV.